[1]
Density functional theory data (the ωB97M-V functional and the def2-TZVPD basis) for a 2-piece molecular cluster, C3H12NOS overall at a distorted geometry.

* E: -17672.0737 eV
* total charge: +1
* HOMO level: -12.2 eV

Positions of all 18 atoms, in Å:
C -0.512 -0.649 -0.801
C 0.737 0.083 -0.414
C 1.692 0.197 -1.644
S 3.299 0.911 -1.059
N -1.458 -0.971 0.330
H -1.082 -0.099 -1.548
H -0.226 -1.635 -1.180
H 1.329 -0.461 0.328
H 0.568 1.091 -0.033
H 1.239 0.840 -2.389
H 1.889 -0.819 -1.973
H 2.698 1.947 -0.445
H -1.476 -0.180 1.000
H -2.406 -1.016 -0.027
H -1.137 -1.768 0.884
H -1.222 0.491 3.483
H -2.336 1.287 2.850
O -1.596 0.752 2.636

---

[2]
Density functional theory data (the ωB97M-V functional and the def2-TZVPD basis) for a 2-piece molecular cluster, C3H12NOS overall at a distorted geometry.

* E: -17671.1134 eV
* total charge: +1
* HOMO level: -12.6 eV

Positions of all 18 atoms, in Å:
C -0.217 -0.082 -0.063
C 0.024 -1.380 0.623
C 1.538 -1.618 0.710
S 2.276 -1.480 2.369
N -1.541 0.675 0.376
H -0.466 -0.211 -1.112
H 0.454 0.729 0.247
H -0.365 -1.471 1.650
H -0.545 -2.149 0.090
H 1.742 -2.603 0.262
H 2.130 -1.030 0.005
H 2.021 -0.200 2.460
H -1.920 1.461 -0.157
H -1.594 0.734 1.393
H -2.256 -0.056 0.240
H 0.188 2.405 -3.065
H -0.782 3.546 -3.259
O -0.688 2.731 -2.769

---

[3]
Density functional theory data (the ωB97M-V functional and the def2-TZVPD basis) for a 2-piece molecular cluster, C3H12NOS overall at a distorted geometry.

* E: -17670.3266 eV
* total charge: +1
* HOMO level: -12.7 eV

Positions of all 18 atoms, in Å:
C -0.566 -1.300 -1.578
C 0.470 -0.376 -0.986
C 1.175 -0.740 0.244
S 1.457 0.821 1.030
N -2.000 -0.889 -0.981
H -0.303 -2.378 -1.494
H -0.748 -1.142 -2.633
H 1.342 -0.130 -1.739
H 0.136 0.737 -1.093
H 0.374 -1.372 0.983
H 2.166 -1.188 0.079
H 2.535 0.375 1.927
H -1.802 -0.333 -0.057
H -2.441 -1.717 -0.635
H -2.557 -0.435 -1.758
H -1.980 1.985 1.647
H -0.655 1.736 1.223
O -1.481 1.432 0.981

---

[4]
Density functional theory data (the ωB97M-V functional and the def2-TZVPD basis) for a 3-piece molecular cluster, C3H12O2S overall at a distorted geometry.

* E: -18236.0824 eV
* HOMO level: -8.8 eV
* SMILES: CCSC.O.O

Positions of all 18 atoms, in Å:
C -1.142 -0.422 -1.723
C -1.932 -0.345 -0.423
S -0.940 0.118 1.026
C -0.354 1.739 0.493
H -1.728 -0.842 -2.533
H -0.259 -1.042 -1.551
H -0.782 0.563 -2.036
H -2.368 -1.307 -0.173
H -2.750 0.372 -0.491
H 0.249 2.140 1.307
H 0.196 1.702 -0.437
H -1.203 2.435 0.441
O 1.549 -1.812 0.289
H 0.874 -1.265 0.742
H 1.633 -2.630 0.785
O 2.803 0.820 -0.698
H 3.402 1.326 -0.137
H 2.832 -0.091 -0.371

---

[5]
Density functional theory data (the ωB97M-V functional and the def2-TZVPD basis) for a 3-piece molecular cluster, C3H12O2S2 overall at a distorted geometry.

* E: -29070.2103 eV
* HOMO level: -8.3 eV
* SMILES: CCCSS.O.O

Positions of all 19 atoms, in Å:
C 2.417 1.122 1.014
C 1.978 0.061 -0.020
C 0.892 -0.831 0.510
S -0.602 -0.915 -0.622
S -1.603 -2.516 0.303
H 2.351 2.153 0.677
H 1.841 1.044 1.938
H 3.467 1.081 1.326
H 2.845 -0.572 -0.236
H 1.805 0.547 -0.978
H 0.457 -0.561 1.480
H 1.053 -1.888 0.741
H -2.638 -2.165 -0.344
O 0.754 2.677 -3.058
H 0.258 2.652 -2.244
H 1.537 3.241 -2.903
O -1.344 2.561 2.381
H -0.792 1.902 1.987
H -2.044 2.661 1.693

---

[6]
Density functional theory data (the ωB97M-V functional and the def2-TZVPD basis) for a 3-piece molecular cluster, C3H12O3 overall at a distorted geometry.

* E: -9446.6697 eV
* total charge: -1
* HOMO level (alpha / beta): 1.0 / -7.6 eV
* multiplicity: 2
* ⟨S²⟩: 0.75

Positions of all 18 atoms, in Å:
C -0.468 0.602 -1.150
C 0.509 0.810 -0.014
C 0.583 -0.444 0.846
O 1.797 1.239 -0.500
H -0.107 1.027 -2.074
H -0.613 -0.434 -1.412
H -1.475 1.008 -0.997
H 0.178 1.623 0.620
H -0.448 -0.810 0.960
H 1.066 -1.225 0.228
H 0.993 -0.451 1.845
H 2.072 0.506 -1.070
H -6.418 -2.180 2.134
H -5.212 -2.995 1.754
O -5.844 -2.875 2.482
H 4.397 2.213 -1.640
H 4.161 0.936 -0.769
O 4.828 1.450 -1.243

---

For the records above, the corresponding relative energy (zero: lowest compared OMol25 entry of this formula, charge and spin) values read 8.7 30.9 49.0 0.0 33.7 10.0 kcal/mol.